Record 1
Computed, not measured: a cluster of 2 separate species, C4H12N2O2 in total, with the ωB97M-V functional and the def2-TZVPD basis.

Element x y z (Å)
O1 -2.491 -0.026 -1.033
C1 -2.766 0.190 0.192
N1 -1.363 0.535 0.837
C2 -0.326 -0.373 0.723
C3 0.176 -0.586 -0.706
C4 1.537 -1.187 -0.682
N2 2.351 -0.316 0.155
H1 -3.363 1.075 0.404
H2 -1.001 1.408 0.405
H3 0.530 0.096 1.252
H4 -0.623 -1.313 1.201
H5 0.249 0.383 -1.169
H6 -0.581 -1.168 -1.246
H7 1.921 -1.253 -1.696
H8 1.529 -2.205 -0.260
H9 1.966 0.682 0.229
H10 3.306 -0.284 -0.136
H11 1.245 2.925 0.426
H12 -3.157 -0.641 0.769
O2 0.859 2.060 0.338

Properties
E_LUMO = -4.004 eV
total energy = -11410.818 eV
maximum force = 2.4 eV/A
energy above the lowest of the compared OMol25 structures with the same formula, charge and spin = 193.68 kcal per mole

=====

Record 2
Computed, not measured: the ion C3H12N3S with charge +1, with the ωB97M-V functional and the def2-TZVPD basis.

Element x y z (Å)
C1 -1.514 -0.680 -0.766
C2 0.543 1.401 0.682
C3 -0.294 -0.137 0.187
N1 -1.132 -2.067 -0.992
N2 1.832 0.986 1.004
N3 0.858 -0.704 -0.524
S1 -0.485 2.212 2.107
H1 -1.559 0.039 -1.663
H2 -2.516 -0.509 -0.227
H3 0.564 2.267 0.025
H4 -0.350 -0.662 1.152
H5 -0.807 -2.322 -1.929
H6 0.794 -1.671 -0.808
H7 1.807 0.672 2.038
H8 2.485 1.737 0.844
H9 0.945 -0.286 -1.504
H10 1.798 -0.557 -0.046
H11 -1.923 -2.834 -0.907
H12 -1.046 3.116 1.327

Properties
E_LUMO = -3.085 eV
total energy = -18602.556 eV
maximum force = 4.2 eV/A
net charge = +1
energy above the lowest of the compared OMol25 structures with the same formula, charge and spin = 84.94 kcal per mole